Record 1
C4H8O2 | ωB97M-V/def2-TZVPD

E_HOMO ... -9.76 eV
E_LUMO ... 1.116 eV
Energy above the lowest of the compared OMol25 structures with the same formula, charge and spin ... 34.0 kcal/mol

Cartesian coordinates (Å):
O 0.27496 1.23100 -0.08624
O 1.71283 -0.50415 -0.51500
C -1.78508 -0.06800 0.49291
C 0.37560 -0.94833 -0.49313
C 1.62552 0.90203 -0.35418
C -0.27126 0.02807 0.46477
H -0.09928 -0.77383 -1.46900
H -2.06692 -0.74745 1.30557
H -2.28057 0.88809 0.66713
H 1.94300 1.40149 -1.27735
H 0.32721 -2.01183 -0.25877
H -2.17361 -0.49176 -0.43924
H 2.28537 1.18284 0.48152
H 0.13223 -0.08818 1.48100

Cartesian forces, eV/Å:
-0.038 0.076 0.092
0.124 -0.044 -0.068
-0.068 0.050 -0.046
-0.241 -0.241 -0.110
0.292 0.273 -0.044
-0.067 -0.321 0.091
-0.010 -0.194 -0.014
-0.004 0.135 -0.163
0.170 0.001 0.030
-0.169 0.083 0.163
0.128 0.116 0.217
0.044 0.173 0.059
-0.156 0.002 -0.120
-0.004 -0.107 -0.087

Here are the natural (NBO) charges for atoms 1 to 4, given in e: atom 1 (O): -0.527, atom 2 (O): -0.532, atom 3 (C): -0.628, atom 4 (C): -0.089


Record 2
C28H34N5O4PRuS | ωB97M-V/def2-TZVPD

Spin multiplicity ... 2
E_HOMO (alpha / beta) ... -3.43 / -4.06 eV
E_LUMO (alpha / beta) ... 2.169 / 2.216 eV
Total charge ... -1

Cartesian coordinates (Å):
Ru -0.11896 0.61218 1.44789
S -0.25370 -1.62313 2.33377
P -1.24367 1.87758 -0.39817
O 2.09523 3.68759 2.29064
O 1.36423 1.91321 1.04491
O -4.25951 0.88350 3.28350
O 0.43787 1.02161 3.36413
N -2.04267 0.73823 2.30072
N 1.16164 -4.44384 -0.09140
N 0.88059 -1.65725 -0.17072
N 0.74574 -0.40901 -0.19443
N 0.63512 -3.72915 0.96590
C -1.46690 -0.24846 -2.18972
C -1.03530 -3.71507 -3.05815
C 0.75923 2.16442 5.41109
C -3.37844 -1.65448 -0.74313
C 1.32520 -5.07910 -2.44591
C 2.16032 0.51675 -3.54061
C 1.42511 2.51707 -2.39330
C -0.55619 -3.72261 -1.74448
C -2.88706 -0.43696 -0.25966
C -0.33615 -4.38417 -4.06406
C 1.99791 1.90439 -3.51091
C -3.18632 0.81315 2.80779
C 1.17281 0.34982 -1.32122
C 1.01403 1.74368 -1.30311
C 1.75085 -0.26068 -2.45295
C 1.49283 0.37231 4.08786
C 1.34261 0.78048 5.53724
C -2.44287 2.47543 0.85053
C -0.15866 2.00805 4.21820
C 0.63938 -4.40051 -1.42343
C 2.09781 2.91022 1.29625
C 0.45905 -2.45076 0.94089
C 3.14139 3.21640 0.23619
C 0.84207 -5.06742 -3.75788
C -1.95526 -1.46567 -2.67367
C -2.91539 -2.16693 -1.95135
C -1.93484 0.29486 -0.98176
C -1.68729 2.99407 -1.78993
H 0.23868 2.50711 6.30904
H -0.71014 -4.37745 -5.07966
H -1.13236 -3.20655 -0.99050
H 3.80939 2.35846 0.11509
H -1.14295 1.63569 4.52158
H -3.47059 2.46546 0.47489
H 2.64977 3.42193 -0.71931
H 2.24030 -5.61486 -2.22644
H -1.47122 4.03270 -1.52156
H 1.29981 3.59189 -2.37131
H 0.57211 2.23010 -0.44293
H -3.26317 -0.08297 0.69549
H 1.38142 -5.58984 -4.53733
H -1.10541 2.75569 -2.68493
H 0.62545 0.12035 6.03939
H -2.39829 1.86718 1.75889
H 3.74390 4.08796 0.50976
H 2.44504 0.72139 3.67446
H 1.90397 -5.12816 0.11725
H 1.52782 -0.07114 1.84997
H 1.88596 -1.33433 -2.49678
H -0.29354 2.94209 3.66562
H -2.74994 2.92342 -2.04149
H 2.31579 2.50468 -4.35358
H -4.11963 -2.20446 -0.16898
H -0.70425 0.26835 -2.76902
H -2.20299 3.50454 1.13610
H -1.57892 -1.86575 -3.61126
H 2.60403 0.04335 -4.40691
H -3.29459 -3.11440 -2.32396
H 1.42616 -0.70998 3.94621
H 2.28475 0.74781 6.09045
H 1.55492 2.88240 5.17928
H -1.95313 -3.19245 -3.29510

Cartesian forces, eV/Å:
5.077 -3.716 0.034
-0.588 -0.242 -0.800
-4.511 -0.974 1.997
-0.724 -1.595 -1.037
0.867 0.856 0.525
-0.793 0.486 0.006
-0.014 1.056 2.847
-4.807 -3.371 5.487
-0.079 0.386 -2.333
0.517 -3.700 -0.034
-1.656 3.497 0.661
-0.240 -0.399 1.250
-0.622 -0.150 -0.237
0.989 -2.118 -0.110
0.298 0.627 -0.011
0.283 0.364 -0.242
-0.312 0.084 -0.437
-0.385 -0.144 0.843
0.023 -1.061 -0.712
0.238 -0.440 -0.265
-0.413 -0.233 -0.169
0.156 -0.068 0.115
-0.184 0.310 0.294
6.144 -2.620 -0.897
0.486 -0.950 0.788
0.669 0.194 -1.940
0.425 0.353 -0.490
0.879 -0.537 0.078
-0.171 -0.395 0.282
-1.127 3.229 -2.804
-0.885 0.614 0.248
0.464 0.002 1.199
1.082 2.454 1.975
0.890 1.425 -1.921
0.360 0.164 -0.252
-0.212 0.287 0.648
-0.449 2.345 0.296
-0.810 0.848 0.342
-0.482 -0.353 -0.777
0.737 0.348 -0.527
-0.049 -0.047 -0.145
-0.009 -0.014 -0.057
0.358 -0.165 0.144
-0.158 -0.002 -0.198
0.111 0.036 -0.028
-0.164 0.190 -0.206
0.376 -0.131 0.295
0.067 0.026 0.096
0.031 -0.093 0.065
-0.047 0.026 -0.008
1.576 0.070 -0.855
0.158 -0.094 -0.511
0.061 -0.030 0.013
-0.121 0.005 0.115
0.108 -0.007 -0.052
0.212 2.579 -1.880
-0.233 -0.194 0.152
-0.040 0.100 -0.006
-1.052 0.790 -0.002
-2.602 0.609 -0.934
-0.157 0.005 0.237
0.147 -0.228 -0.129
0.105 -0.219 0.390
0.046 0.031 -0.015
0.115 0.116 -0.044
-0.401 -0.044 0.013
0.160 0.245 -0.383
-0.122 1.511 0.261
-0.027 -0.057 0.012
-0.171 0.208 0.303
-0.103 0.265 -0.081
-0.062 -0.034 -0.158
-0.147 -0.055 -0.038
0.919 -2.262 -0.284

Here are the Mulliken charges for atoms 1 to 4, given in e: atom 1 (Ru): -0.746, atom 2 (S): -0.306, atom 3 (P): 1.827, atom 4 (O): -0.741


Record 3
C2H4NO2 | ωB97M-V/def2-TZVPD

E_HOMO ... -2.81 eV
E_LUMO ... 3.690 eV
Total charge ... -1
Energy above the lowest of the compared OMol25 structures with the same formula, charge and spin ... 144.0 kcal/mol

Cartesian coordinates (Å):
O -1.31454 0.79127 -0.76666
O -1.49762 -0.28836 1.24786
N 2.70442 -0.21746 0.08237
C 0.21828 -0.14119 -0.59851
C -0.93351 -0.05082 0.15132
H 1.21920 -0.18004 -0.15994
H 0.48582 -0.21384 -1.69137
H 3.51905 0.21208 -0.05371
H 2.63364 -1.16720 0.16201

Cartesian forces, eV/Å:
1.084 1.246 0.414
1.885 -0.043 -2.380
-4.542 0.597 0.863
-0.422 -0.694 -3.256
-4.595 -1.224 2.370
2.589 2.845 1.270
-1.373 -1.093 1.191
4.167 1.388 -0.821
1.209 -3.022 0.349

Here are the natural (NBO) charges for atoms 1 to 4, given in e: atom 1 (O): -0.528, atom 2 (O): -0.670, atom 3 (N): -1.384, atom 4 (C): -0.213


Record 4
C3H3F3 | ωB97M-V/def2-TZVPD

E_HOMO ... -10.87 eV
E_LUMO ... 0.477 eV
Energy above the lowest of the compared OMol25 structures with the same formula, charge and spin ... 44.2 kcal/mol

Cartesian coordinates (Å):
F -1.30172 1.08287 0.82890
F 0.89013 1.11226 1.00870
F -0.06876 -1.77296 0.28082
C -0.13298 0.72661 0.12239
C 0.20141 -0.65664 -0.47323
C 0.43264 -0.67141 -1.82708
H 0.13073 1.28962 -0.94350
H 0.48660 0.10237 -2.69600
H 0.69941 -1.58291 -2.35873

Cartesian forces, eV/Å:
1.797 -1.372 -2.009
-1.000 -0.547 -0.764
0.951 1.222 -1.019
2.206 1.816 -1.268
-2.309 0.456 -1.384
0.465 -0.448 -0.172
-1.592 -0.170 3.166
-0.260 -0.486 2.702
-0.257 -0.471 0.747

Here are the natural (NBO) charges for atoms 1 to 4, given in e: atom 1 (F): -0.325, atom 2 (F): -0.355, atom 3 (F): -0.311, atom 4 (C): 0.502


Record 5
C24H73N5O12 | ωB97M-V/def2-TZVPD

E_HOMO ... -9.12 eV
E_LUMO ... 0.428 eV
Energy above the lowest of the compared OMol25 structures with the same formula, charge and spin ... 0.0 kcal/mol

Cartesian coordinates (Å):
O -2.80370 -6.78220 0.22821
O -3.82329 -7.18994 -3.02620
O -5.25014 2.84284 1.39359
O -2.14298 -0.68344 0.83633
O 0.54647 2.78951 -2.36880
O -4.65278 0.69216 -2.38854
O 2.35561 3.15929 -0.06368
O 4.46451 0.72072 -1.02005
O -4.13587 0.69579 2.43100
O -0.76907 -2.15199 -2.71710
O 4.14631 2.42228 4.26659
O -2.27965 -5.29388 -4.01448
N 0.96698 0.70907 -0.58242
N -0.99193 -4.50292 -1.50111
N -4.05339 -2.82575 -2.40946
N 2.69057 4.18817 2.73792
N 5.83486 -0.11474 2.45499
C 0.20619 0.21925 0.64509
C 3.81603 -0.95648 1.27913
C 0.38433 -3.94818 -1.61474
C 2.85680 2.80420 4.71359
C 1.12173 4.56212 4.65934
C -0.70528 -1.21095 -3.75770
C 1.52156 -4.90729 -1.51368
C -3.95804 1.76590 -1.78720
C -4.75936 -1.63376 -2.85675
C 2.51047 4.22145 4.20161
C -6.24929 -1.74735 -2.77446
C -1.13030 -0.06868 0.04925
C 1.53097 4.20463 -0.60690
C 5.15117 -0.27254 1.15255
C -1.92124 -2.11982 0.91588
C -3.90014 3.10303 1.81478
C 4.95406 1.04057 0.27351
C 4.76871 1.68724 -1.99418
C -4.07453 -0.51148 -2.07102
C 1.39808 3.86169 -2.08437
C 0.29248 -3.08706 -2.88129
C 5.25003 2.96782 4.97967
C 0.18857 1.33027 1.68638
C -3.39604 1.91164 2.66780
H -3.09216 -2.71418 -2.69240
H 1.17003 1.64605 2.05200
H -0.21777 2.26827 1.26709
H 5.52332 2.42848 -1.67186
H 5.87569 -0.87341 0.61818
H 3.21146 4.94124 4.72308
H 3.28059 -1.19922 0.37276
H -3.11397 -6.92828 -0.66089
H -3.64041 2.13169 3.73685
H 0.80751 5.55573 4.31782
H -4.24400 -0.81041 -1.02459
H -2.36109 1.64310 2.54738
H 3.89539 2.26720 -2.24347
H 3.23216 -0.38538 1.92537
H -0.91630 -1.69340 -4.70361
H 1.04930 4.73197 -2.59391
H 6.60982 0.52001 2.31220
H -2.83477 -2.57912 1.33441
H -3.22232 3.22232 0.89530
H 1.11965 4.52353 5.80106
H -4.54771 -7.27185 -3.61437
H 2.67711 2.73716 5.81239
H 2.46103 3.25780 0.90636
H 3.64108 3.82231 2.61234
H 0.25888 -0.74941 -3.66623
H -1.91242 -5.00119 -3.14639
H -4.10936 1.93496 -0.72307
H 0.13147 -3.69845 -3.72991
H -1.39081 -0.40723 -3.48702
H -4.52441 -1.44743 -3.87406
H -1.06882 -2.31442 1.52290
H -1.54240 -5.52127 -4.57056
H -3.63325 0.38897 1.68348
H 4.94841 2.77166 6.01426
H 1.97495 5.23853 -0.39297
H -3.05815 -7.50302 0.79693
H -3.20724 -6.61147 -3.45126
H -4.43319 -3.57006 -3.00160
H -1.59573 0.91406 -0.18094
H 2.28665 1.98316 4.23702
H 0.41679 3.75822 4.35521
H 1.40538 -5.58030 -0.62095
H 5.21915 1.28333 -2.87621
H -0.34185 0.91257 2.56364
H -2.89030 1.81968 -2.13274
H -1.82504 -2.45828 -0.11508
H -1.16898 -5.23126 -0.78088
H -6.79855 -0.96095 -3.30881
H 4.01228 -1.96360 1.74792
H 1.68681 -5.66102 -2.31461
H 1.29963 -2.62147 -3.04085
H 4.32472 1.75959 0.76875
H -4.44960 2.62670 -2.17119
H 5.14868 0.38611 3.06726
H 2.52434 -4.41811 -1.41235
H -6.54646 -2.73533 -3.18755
H 2.43913 3.75710 -2.44384
H 2.63208 5.17138 2.52204
H 0.62810 2.17538 -1.58311
H -1.62691 -3.74080 -1.28592
H 0.67171 -0.77606 0.94620
H -0.90316 -0.68221 -0.80908
H -2.98129 -0.52612 -2.30617
H -3.91220 4.09008 2.36231
H 0.56438 4.26881 -0.13001
H -5.32947 1.88765 1.28735
H 0.88392 0.02161 -1.33154
H 6.08049 2.35955 4.64667
H 1.85701 0.98653 -0.26206
H 6.04058 1.46892 0.19709
H -6.57127 -1.74487 -1.72941
H 5.49501 4.06489 4.79193
H 0.56717 -3.23793 -0.82721

Cartesian forces, eV/Å:
0.726 0.902 0.407
-0.013 -1.090 1.750
0.743 0.737 0.135
0.685 -0.989 0.336
0.315 -0.283 0.956
0.226 0.994 0.443
0.057 0.425 0.628
0.482 -0.248 0.627
0.231 1.184 -0.358
0.723 -0.855 0.264
0.357 0.405 -0.211
-0.399 0.431 0.298
-2.428 -0.607 1.225
0.002 -1.083 0.523
-0.928 -0.964 -0.388
-0.035 0.222 1.147
-2.127 1.054 0.174
1.698 -0.231 -1.222
1.639 -2.767 0.389
-1.616 0.665 -0.544
-0.062 -0.260 -0.471
-0.617 -0.559 1.239
-0.402 0.652 1.000
1.488 -2.065 0.239
0.219 0.645 -1.055
1.225 0.905 0.269
0.623 -1.232 0.928
-0.690 -0.619 0.569
-1.627 1.082 0.436
0.986 0.512 0.352
0.256 0.768 -1.512
-1.776 1.211 -0.444
0.098 0.058 -1.222
2.890 -0.826 0.446
0.483 1.280 0.407
-0.588 -1.613 0.137
0.777 0.886 0.335
1.430 0.144 1.344
-0.705 0.341 0.034
0.280 -0.580 0.515
-1.669 0.183 2.091
0.404 -0.154 -0.078
0.183 -0.410 -0.142
-0.401 -0.607 0.212
-0.255 -0.293 0.373
-0.196 -0.345 -0.701
-0.387 -0.598 -0.646
0.109 0.496 -0.496
-0.496 -0.466 -0.498
0.590 0.000 -0.703
-0.159 -0.317 0.117
0.387 0.436 0.186
0.524 0.541 -0.001
-0.448 0.050 -0.200
-1.405 0.917 1.167
0.041 0.258 -0.431
-0.586 0.715 -0.481
0.197 0.086 0.127
0.528 0.282 -0.060
-0.808 -0.032 1.045
-0.061 0.363 -1.412
-1.062 -0.133 -0.749
0.605 0.008 -0.461
-0.434 0.274 -0.505
-0.243 0.527 -0.255
0.823 0.302 -0.808
0.345 -0.071 -0.135
0.329 -0.924 0.419
-0.427 -0.788 -1.091
-0.339 -0.181 -0.496
0.236 0.268 -1.437
0.745 -0.438 0.396
0.509 -0.088 -0.202
0.111 -1.448 -0.727
0.976 0.426 0.289
-0.149 -1.245 -0.718
-0.246 -0.387 -0.140
0.833 0.957 -0.706
0.456 -0.201 0.458
0.446 -0.542 -0.541
-0.577 0.880 0.212
0.208 0.713 -0.135
0.008 0.867 -0.489
-0.068 -0.869 -0.608
-0.075 0.698 -0.332
-0.711 -0.246 0.617
0.236 -0.163 0.212
0.589 0.689 -0.492
0.387 -0.167 0.127
-0.386 0.939 -0.100
-0.594 0.673 -0.047
-0.777 0.278 0.138
-0.394 0.446 0.306
-0.239 0.984 -0.644
0.962 -0.386 -0.308
-1.002 -0.041 0.026
0.051 0.562 0.095
-0.281 -0.474 -0.049
0.405 0.160 -0.979
-0.196 -0.041 -0.742
0.041 -0.222 -0.148
-0.399 1.277 0.391
-0.545 -0.129 -0.701
-0.633 0.038 0.318
0.139 -1.184 -0.439
-0.587 -0.416 0.240
0.005 -0.159 0.256
0.849 0.161 0.360
0.407 0.034 0.333
1.520 0.030 -0.477
-1.807 -0.317 -0.021
-0.091 0.024 0.005
-0.588 -1.219 0.171
-0.083 0.529 0.720

Here are the Mulliken charges for atoms 1 to 4, given in e: atom 1 (O): -0.624, atom 2 (O): -0.659, atom 3 (O): -0.583, atom 4 (O): -0.392


Record 6
C6H11N2O | ωB97M-V/def2-TZVPD

E_HOMO (alpha / beta) ... -11.55 / -12.09 eV
E_LUMO (alpha / beta) ... -4.135 / -4.381 eV
Total charge ... +1
Energy above the lowest of the compared OMol25 structures with the same formula, charge and spin ... 122.9 kcal/mol

Cartesian coordinates (Å):
O -2.18769 0.75083 0.82258
N 1.00053 -1.83830 0.30811
N -1.05007 -1.10589 1.16418
C -1.33147 -0.11808 0.26315
C 1.16902 0.57292 -0.03803
C -1.44052 -0.12281 -1.26535
C 1.68920 -0.60867 -0.02134
C 1.44145 2.00162 0.17924
C -0.03570 -1.95901 1.15688
H 1.63080 -2.62774 0.34409
H 1.18485 2.26479 1.17649
H 2.35792 2.28782 -0.18530
H -2.35920 -0.76433 -1.54425
H -0.63776 -0.73157 -1.66509
H 0.01615 -2.72057 1.80129
H 0.85829 2.59623 -0.37433
H -2.27908 1.52201 0.31464
H -1.33794 0.88453 -1.51255
H -1.69569 -1.01022 1.88221
H 2.53632 -0.99516 -0.48755

Cartesian forces, eV/Å:
0.409 -1.664 1.935
-1.454 -0.231 1.055
1.049 0.157 -2.048
1.240 1.686 -1.735
-1.854 0.363 1.266
-0.292 -4.325 1.775
-1.123 -0.525 -0.646
-0.264 -2.715 0.659
0.713 2.413 -3.054
-0.025 0.032 0.050
0.498 0.137 1.139
2.879 0.506 0.029
0.813 1.771 0.215
0.375 0.327 -0.247
-0.381 -2.738 2.513
-2.889 2.014 -2.310
-0.400 1.632 -1.236
-0.355 1.396 -1.163
-1.104 -0.610 2.318
2.163 0.374 -0.514

Here are the natural (NBO) charges for atoms 1 to 4, given in e: atom 1 (O): -0.663, atom 2 (N): -0.517, atom 3 (N): -0.518, atom 4 (C): 0.559


Please write out number 6 again, unchanged.
C6H11N2O | ωB97M-V/def2-TZVPD

E_HOMO (alpha / beta) ... -11.55 / -12.09 eV
E_LUMO (alpha / beta) ... -4.135 / -4.381 eV
Total charge ... +1
Energy above the lowest of the compared OMol25 structures with the same formula, charge and spin ... 122.9 kcal/mol

Cartesian coordinates (Å):
O -2.18769 0.75083 0.82258
N 1.00053 -1.83830 0.30811
N -1.05007 -1.10589 1.16418
C -1.33147 -0.11808 0.26315
C 1.16902 0.57292 -0.03803
C -1.44052 -0.12281 -1.26535
C 1.68920 -0.60867 -0.02134
C 1.44145 2.00162 0.17924
C -0.03570 -1.95901 1.15688
H 1.63080 -2.62774 0.34409
H 1.18485 2.26479 1.17649
H 2.35792 2.28782 -0.18530
H -2.35920 -0.76433 -1.54425
H -0.63776 -0.73157 -1.66509
H 0.01615 -2.72057 1.80129
H 0.85829 2.59623 -0.37433
H -2.27908 1.52201 0.31464
H -1.33794 0.88453 -1.51255
H -1.69569 -1.01022 1.88221
H 2.53632 -0.99516 -0.48755

Cartesian forces, eV/Å:
0.409 -1.664 1.935
-1.454 -0.231 1.055
1.049 0.157 -2.048
1.240 1.686 -1.735
-1.854 0.363 1.266
-0.292 -4.325 1.775
-1.123 -0.525 -0.646
-0.264 -2.715 0.659
0.713 2.413 -3.054
-0.025 0.032 0.050
0.498 0.137 1.139
2.879 0.506 0.029
0.813 1.771 0.215
0.375 0.327 -0.247
-0.381 -2.738 2.513
-2.889 2.014 -2.310
-0.400 1.632 -1.236
-0.355 1.396 -1.163
-1.104 -0.610 2.318
2.163 0.374 -0.514

Here are the natural (NBO) charges for atoms 1 to 4, given in e: atom 1 (O): -0.663, atom 2 (N): -0.517, atom 3 (N): -0.518, atom 4 (C): 0.559